[1]
The following is a quantum chemistry calculation of a 2-piece molecular cluster, C7H10O2 overall at a distorted geometry, from OMol25.

Output
Gap between HOMO and LUMO ... 7.28 eV

The geometry in XYZ format:
```
19
Properties=species:S:1:pos:R:3:forces:R:3
C -0.107 -0.801 0.625 -0.5 -3.7 1.6
C -1.038 0.340 0.449 4.2 1.0 3.8
C -2.317 0.695 -0.080 -2.6 3.7 -1.2
C -0.993 0.499 -0.938 -2.3 -0.3 -3.2
C 1.251 1.005 -0.794 0.9 -1.2 2.7
C 1.168 -0.546 -0.129 0.5 4.5 -0.7
C 2.182 -1.367 -0.179 0.4 -1.3 -1.0
H -0.622 0.073 2.991 1.9 -2.9 -2.3
H -0.484 -1.769 0.135 -0.2 1.1 0.5
H -0.516 1.235 1.030 -1.2 -1.6 -1.1
H -3.176 0.057 -0.284 0.6 -0.3 -0.1
H -2.743 1.765 0.115 1.3 -2.0 0.1
H -1.377 -0.469 -1.381 1.7 0.9 -0.5
H 2.179 1.124 -1.485 -1.7 -0.1 1.4
H 1.219 1.799 0.161 0.6 -1.9 -2.5
H 3.074 -1.180 -0.776 -0.1 0.2 0.3
H 2.050 -2.395 0.146 0.2 0.1 0.4
O 0.161 -1.239 1.947 -1.9 3.2 2.3
O 0.087 1.173 -1.554 -1.7 0.5 -0.5
```
Forces are in eV/Å.

The net atomic charges from Mulliken, expressed in e, are:
1. C 0.6566
2. C -0.1491
3. C -0.8483
4. C -0.2016
5. C -0.3043
6. C 0.4693
7. C -1.1031
8. H 0.2539
9. H 0.2146
10. H 0.1929
11. H 0.2560
12. H 0.2146
13. H 0.2247
14. H 0.3401
15. H 0.1538
16. H 0.3119
17. H 0.2858
18. O -0.5904
19. O -0.3775

[2]
The following is a quantum chemistry calculation of one molecule with the formula C3H4N2O3 at a distorted geometry, from OMol25.

Output
SMILES ... Nn1oc(=O)cc1O
Gap between HOMO and LUMO ... 9.80 eV

The geometry in XYZ format:
```
12
Properties=species:S:1:pos:R:3:forces:R:3
C -1.116 0.722 0.783 0.1 -0.4 -0.3
C -0.042 -0.131 1.349 -0.8 -1.5 1.1
C 0.636 -0.748 0.290 -1.8 1.7 1.8
H 1.652 1.033 -1.422 -1.1 -1.4 -0.9
H 0.771 0.108 -2.686 1.0 0.7 0.4
H -0.185 -0.433 2.482 0.9 0.6 -2.7
H 1.951 -1.617 -0.650 0.6 0.0 -1.8
N 1.199 0.119 -1.751 -0.4 1.0 -0.2
N 0.145 -0.283 -0.928 0.2 -0.2 0.7
O -0.864 0.674 -0.669 -0.2 0.6 0.9
O -2.069 1.314 1.254 2.1 -1.1 -1.3
O 1.624 -1.613 0.228 -0.6 0.0 2.3
```
Forces are in eV/Å.

The net atomic charges from Mulliken, expressed in e, are:
1. C 0.6065
2. C -0.6409
3. C 0.5226
4. H 0.2498
5. H 0.2663
6. H 0.2719
7. H 0.3910
8. N -0.5919
9. N 0.1786
10. O -0.2621
11. O -0.5488
12. O -0.4429

[3]
The following is a quantum chemistry calculation of C5H10O2 as an isolated structure at a distorted geometry, from OMol25.

Output
Gap between HOMO and LUMO ... 10.01 eV

The geometry in XYZ format:
```
17
Properties=species:S:1:pos:R:3:forces:R:3
C 2.272 0.297 -0.673 -0.1 -0.5 0.0
C 0.964 -0.311 -0.156 -0.3 -0.7 -0.1
C 0.643 -0.069 1.329 0.0 -0.2 0.1
O -0.794 -0.074 1.295 -0.1 0.1 0.2
C -1.144 -0.194 -0.040 -0.3 -2.2 -0.5
C -2.537 0.267 -0.377 0.1 -0.3 0.0
O -0.134 0.311 -0.781 0.0 0.3 -0.1
H 2.300 0.281 -1.766 0.0 -0.1 0.1
H 3.138 -0.254 -0.301 -0.1 -0.1 0.0
H 2.411 1.353 -0.362 -0.4 -0.6 0.0
H 0.405 -1.547 -0.304 2.8 2.1 0.2
H 0.979 0.898 1.750 0.0 -0.3 -0.4
H 1.006 -0.875 1.973 -0.1 0.0 -0.1
H -0.841 -1.640 -0.318 -1.7 2.6 0.5
H -2.776 1.304 -0.096 0.5 -0.3 0.0
H -2.678 0.157 -1.454 -0.1 0.0 0.1
H -3.226 -0.392 0.151 -0.1 0.1 -0.1
```
Forces are in eV/Å.

The net atomic charges from Mulliken, expressed in e, are:
1. C -1.3656
2. C 0.6293
3. C -0.4991
4. O -0.3537
5. C 0.5517
6. C -1.2730
7. O -0.3641
8. H 0.3371
9. H 0.3615
10. H 0.3215
11. H 0.0292
12. H 0.2705
13. H 0.2620
14. H 0.1128
15. H 0.3304
16. H 0.3223
17. H 0.3272

[4]
The following is a quantum chemistry calculation of a 2-piece molecular cluster, C5H14N2O overall at a distorted geometry, from OMol25.

Output
SMILES ... CCCC/N=C\N.O
Gap between HOMO and LUMO ... 10.73 eV

The geometry in XYZ format:
```
22
Properties=species:S:1:pos:R:3:forces:R:3
C -3.471 0.279 -0.019 -0.6 0.3 -0.8
C -2.068 -0.333 -0.090 -0.5 -0.7 -0.8
C -1.164 0.357 -1.120 -0.3 -0.3 0.2
C 0.204 -0.283 -1.219 0.4 0.4 -0.4
N 2.983 0.545 -0.996 -0.1 -1.0 -0.8
C 2.122 0.244 0.087 -1.4 -0.4 1.1
N 0.890 -0.145 0.061 2.5 0.5 -0.2
H -4.073 -0.213 0.759 0.1 0.2 -0.2
H -4.018 0.155 -1.001 0.6 0.0 0.9
H -3.479 1.379 0.165 0.2 -0.8 0.1
H -2.178 -1.429 -0.369 0.2 1.1 0.3
H -1.583 -0.304 0.877 0.0 0.0 0.3
H -1.635 0.364 -2.108 0.0 -0.1 0.0
H -1.011 1.401 -0.847 -0.1 0.1 0.1
H 0.145 -1.344 -1.468 -0.1 -0.1 0.1
H 0.771 0.197 -2.022 0.0 -0.1 0.0
H 3.371 1.460 -0.913 0.0 0.9 0.2
H 3.799 -0.049 -0.862 0.0 -0.1 -0.3
H 2.644 0.324 1.059 -0.8 -0.1 0.0
H 0.849 -1.469 2.997 -0.1 0.5 0.3
H 0.538 -0.567 1.789 0.2 0.6 2.3
O 0.626 -0.536 2.832 -0.1 -1.0 -2.4
```
Forces are in eV/Å.

The net atomic charges from Mulliken, expressed in e, are:
1. C -1.2373
2. C 0.0162
3. C -0.6185
4. C -0.8349
5. N -0.5703
6. C -0.0821
7. N -0.3650
8. H 0.3597
9. H 0.2915
10. H 0.3078
11. H 0.2053
12. H 0.1137
13. H 0.3397
14. H 0.2923
15. H 0.3354
16. H 0.4358
17. H 0.2406
18. H 0.2675
19. H 0.3641
20. H 0.3197
21. H 0.5029
22. O -0.6842

Across the entries above, molecular weight takes the values 126.155, 116.076, 102.133, 118.180 g mol⁻¹, respectively.
Across the entries above, relative energy (zero: lowest compared OMol25 entry of this formula, charge and spin) takes the values 223.6, 74.9, 89.8, 43.1 kcal per mole, respectively.
Across the entries above, DFT total energy takes the values -422.8436, -451.8604, -346.8823, -383.6320 hartree, respectively.